1.
Entry from OMol25: a structure of composition C35H43Br5N4O2SiW in a non-equilibrium geometry (ωB97M-V/def2-TZVPD).

Values from the calculation:
Frontier orbital gap (spin up / spin down) in eV: 5.7131 / 5.7139
LUMO energy (spin up / spin down) in eV: -2.01 / -2.01

The geometry in XYZ format:
```
91
C35H43Br5N4O2SiW (ωB97M-V/def2-TZVPD)
W 0.53006 -0.33027 -0.16292
C -1.31345 -1.04559 2.30141
N -0.67558 0.19137 1.75529
C 0.25355 0.74540 2.79087
C -1.82830 1.14321 1.70288
C -1.60132 2.58127 2.19442
N -2.71785 3.46204 1.87659
C -4.07177 2.92520 1.90047
C -2.52688 4.85361 2.27942
H -0.61311 -1.87527 2.17027
H -2.28855 -1.25544 1.83718
H -1.35158 -0.87399 3.35513
H -0.21704 0.52900 3.77017
H 0.35692 1.81079 2.71514
H 1.28508 0.30219 2.78771
H -2.57909 0.70000 2.41648
H -2.20429 1.04446 0.66912
H -0.72100 3.03079 1.74630
H -1.39125 2.49201 3.33737
H -4.14740 1.88333 1.49904
H -4.78273 3.59427 1.32804
H -4.42439 2.90491 2.98530
H -2.59271 5.01756 3.40979
H -3.37090 5.47427 1.86976
H -1.54581 5.19945 1.95341
Br 5.16407 -5.06033 2.26098
C 4.64156 -3.38004 1.42207
C 5.17224 -2.82662 0.23081
Br 6.92993 -3.38900 -0.22053
C 4.37885 -2.06918 -0.66808
Br 5.02810 -1.20939 -2.32905
C 3.03928 -1.77822 -0.34410
O 2.19620 -1.17443 -1.16583
C 2.62300 -2.04119 0.99944
O 1.40858 -1.62954 1.35246
C 3.43000 -2.83786 1.88211
Br 2.66716 -3.22849 3.54194
C 2.92446 1.83703 -2.48981
C 2.63415 2.80457 -1.35711
C 3.20077 4.09865 -1.46977
C 3.17897 4.94498 -0.38895
C 2.84723 4.45339 0.87279
C 2.43354 3.15937 1.10462
C 2.44799 2.72009 2.56089
C 2.12238 2.35643 -0.06272
N 1.48337 1.19740 0.05679
H 3.86229 1.99185 -2.95107
H 2.20817 1.72646 -3.28303
H 3.05198 0.84204 -2.03902
H 3.77005 4.34873 -2.35253
H 3.48442 5.99879 -0.42575
H 2.83745 5.15629 1.72742
H 3.24591 3.39173 3.02858
H 2.74069 1.64818 2.80395
H 1.59315 3.04859 3.08876
Br -1.86191 2.34247 -6.16878
C -0.99551 1.64786 -4.58002
C -0.22505 0.50164 -4.54436
C 0.35490 -0.07682 -3.39406
C -0.08413 0.38736 -2.18234
C -0.83254 1.57037 -2.19349
C -1.39117 2.13043 -3.33252
H -0.06409 -0.01679 -5.53571
H 0.96761 -0.99268 -3.44350
H -1.09535 2.08146 -1.21688
H -2.08633 2.98135 -3.28308
C 0.87218 -4.04572 -1.83792
Si -0.32186 -3.75342 -0.40362
C 0.33757 -4.56515 1.15665
C -1.76509 -4.74769 -1.07145
N -0.85904 -2.09391 -0.33558
C -2.20033 -1.89877 -0.64178
C -2.59393 -1.54265 -1.98963
C -3.94480 -1.56510 -2.27907
C -4.90901 -1.98496 -1.33656
C -4.52917 -2.34090 -0.05971
C -3.18274 -2.39998 0.24315
H 1.60935 -4.82276 -1.73882
H 1.49068 -3.16718 -2.05399
H 0.30664 -4.20540 -2.71361
H 1.23153 -5.18245 0.98050
H -0.47531 -5.16018 1.68447
H 0.58376 -3.76257 1.85242
H -2.41437 -5.22901 -0.29845
H -1.40165 -5.64292 -1.59227
H -2.35025 -4.08743 -1.75818
H -1.88914 -1.30155 -2.80814
H -4.33799 -1.46135 -3.30010
H -6.01790 -1.79598 -1.62399
H -5.24937 -2.54760 0.73588
H -2.88284 -2.85683 1.18957
```

2.
Entry from OMol25: a structure of composition C18H40NO9S3V in a non-equilibrium geometry (ωB97M-V/def2-TZVPD).

Values from the calculation:
Frontier orbital gap in eV: 3.5996
ΔE to the lowest compared entry with this formula, charge and spin in eV: 7.701
LUMO energy in eV: -2.01

The geometry in XYZ format:
```
72
C18H40NO9S3V (ωB97M-V/def2-TZVPD)
O -2.67491 -2.07658 -0.18615
V -1.09161 -2.11723 0.14070
O -0.94392 -3.01121 1.46674
C -2.03806 0.67695 4.21267
C -0.91835 1.72419 4.43131
C -0.42945 1.51582 5.90426
C 0.80381 2.23043 6.22934
C 1.95897 1.91554 5.30675
C 1.57723 2.15863 3.77052
N 0.23564 1.47962 3.51227
O -0.10483 1.32135 2.14991
C 2.71075 1.46133 3.08300
C 1.60772 3.61282 3.29844
C -1.56823 3.12798 4.28119
H -1.63218 -0.32731 4.09092
H -2.63740 0.87040 3.32302
H -2.71956 0.74369 5.06072
H -0.08873 0.48218 5.84423
H -1.17289 1.70144 6.67948
H 1.14281 2.09658 7.25660
H 0.60319 3.29640 6.12180
H 2.08910 0.83748 5.40131
H 2.85583 2.43628 5.64229
H 2.65689 1.65108 2.01100
H 2.62608 0.38096 3.20022
H 3.70646 1.73199 3.43433
H 1.09364 3.77209 2.35057
H 2.55915 4.14469 3.29795
H 1.11745 4.18509 4.08599
H -0.87604 3.96990 4.29300
H -2.41443 3.35788 4.92865
H -1.93253 3.13013 3.25387
C -6.62822 2.98697 -2.81485
C -5.12501 2.46617 -2.96161
O -4.98672 2.86418 -4.34770
C -6.21357 2.86011 -4.97044
O -6.34125 2.77776 -6.21698
O -7.06884 3.17365 -4.12213
H -6.49344 3.97326 -2.37084
H -7.17945 2.19048 -2.31500
H -5.01109 1.40258 -2.75209
H -4.41897 3.00100 -2.32635
C 2.12738 1.14991 -4.27355
S 0.87783 -0.13476 -4.70816
O 0.06111 -0.42515 -3.45729
C -0.17333 0.87908 -5.84714
H 2.80956 1.37404 -5.09361
H 2.59935 0.57784 -3.47476
H 1.73835 2.05096 -3.79933
H -1.05429 0.26742 -6.04169
H 0.25669 0.86822 -6.84867
H -0.52176 1.85907 -5.52110
C 0.49850 -5.67751 -4.80817
S -0.73826 -5.83793 -3.49828
O -0.58104 -4.76105 -2.44067
C -2.19815 -5.25149 -4.46623
H 1.35905 -6.26115 -4.48117
H 0.83056 -4.65653 -4.99635
H 0.02581 -6.16878 -5.65865
H -1.90968 -4.27282 -4.84977
H -3.05445 -5.22383 -3.79237
H -2.33679 -5.95521 -5.28698
C 5.30051 -3.98978 1.42467
S 4.35338 -3.88747 -0.17044
O 3.30100 -2.76916 -0.07598
C 5.66243 -3.13826 -1.22728
H 4.63011 -4.31394 2.22064
H 5.59148 -2.96650 1.66197
H 6.19653 -4.60984 1.45260
H 5.15150 -2.96810 -2.17495
H 6.50860 -3.78388 -1.46239
H 6.05299 -2.15018 -0.98381
```

3.
Entry from OMol25: a structure of composition C27H53F12N2O24P3 in a non-equilibrium geometry (ωB97M-V/def2-TZVPD).

Values from the calculation:
Frontier orbital gap in eV: 7.9584
LUMO energy in eV: -0.04

The geometry in XYZ format:
```
121
C27H53F12N2O24P3 (ωB97M-V/def2-TZVPD)
C -1.31690 0.13538 -0.57559
N 0.13305 0.06786 -0.92206
O 0.84472 0.98593 -0.58253
O 0.53758 -0.98210 -1.39417
H -1.78645 -0.68444 -1.11922
H -1.68224 1.09721 -0.93546
H -1.39760 -0.00904 0.50178
C -3.15811 2.70230 -1.84057
N -3.33741 2.20284 -3.24522
O -4.06421 1.22396 -3.47668
O -2.51841 2.61656 -4.03570
H -2.78552 3.72145 -1.94349
H -2.41256 2.09081 -1.33230
H -4.14110 2.56557 -1.38985
C -4.86752 2.81325 0.65699
O -3.72451 3.59325 1.18444
P -2.38442 2.77195 1.59219
O -2.16847 1.51428 0.77918
O -1.25049 3.93095 1.38669
C -0.00733 3.78900 2.00292
O -2.58868 2.64667 3.24020
C -3.19361 3.69851 3.94623
H -4.78947 1.73154 0.76608
H -4.87732 3.16131 -0.37590
H -5.69940 3.04996 1.32035
H 0.30188 2.75225 2.13578
H -0.01047 4.43008 2.88446
H 0.71975 4.16209 1.28164
H -2.71429 3.72838 4.92473
H -4.16515 3.32974 4.27520
H -3.17225 4.66611 3.44486
C 3.70095 -4.12546 -4.78032
O 4.57047 -3.51095 -3.75829
P 4.35420 -1.96604 -3.32967
O 4.90048 -1.43832 -2.08504
O 4.76736 -1.18613 -4.71635
C 5.99849 -0.49967 -4.90403
O 2.70325 -1.85457 -3.43046
C 2.15534 -0.49920 -3.37799
H 2.71882 -3.65487 -4.82574
H 3.38659 -5.15689 -4.62080
H 4.20770 -4.00106 -5.73731
H 6.46417 -0.99329 -5.75702
H 6.61446 -0.70905 -4.02947
H 5.89484 0.56265 -5.12492
H 1.57484 -0.06268 -4.19074
H 2.78300 0.34943 -3.10600
H 1.56866 -0.51229 -2.45944
C 3.88030 2.12435 3.19597
O 3.22228 0.82950 3.47337
P 1.65504 0.78576 3.65386
O 1.06516 1.93249 4.41855
O 1.41663 -0.64742 4.35752
C 2.32241 -1.06172 5.35546
O 1.13313 0.48715 2.13875
C -0.10009 -0.19450 1.74538
H 4.94224 2.17212 3.43705
H 3.48865 2.99033 3.72961
H 3.88558 2.39202 2.13937
H 2.98826 -1.81133 4.92786
H 1.81532 -1.64027 6.12761
H 2.77721 -0.30032 5.98910
H 0.04235 -0.75373 0.82068
H -0.85741 0.50591 1.39325
H -0.50626 -0.75549 2.58706
C 2.62659 -0.30577 -0.40712
C 3.49141 0.19832 0.71621
O 4.28088 -0.89546 1.10963
C 5.07083 -0.84643 2.15309
O 5.05198 0.05979 3.02329
C 6.09346 -2.02838 2.25450
F 5.66578 -3.10883 2.90093
F 6.42877 -2.38331 1.03757
F 7.18145 -1.69552 2.96736
H 1.98142 0.51438 -0.72212
H 2.10271 -1.22287 -0.13770
H 3.30342 -0.49988 -1.23918
H 2.79357 0.48649 1.50239
H 3.97485 1.11145 0.36896
C 4.34820 2.42069 -2.73859
C 2.95089 1.96262 -2.59633
O 2.12890 2.83181 -1.78531
C 0.74122 2.86454 -2.03348
O 0.17807 2.25694 -2.90289
C -0.06814 3.68609 -1.00988
F -0.90507 4.48783 -1.70043
F -0.81678 2.86311 -0.30855
F 0.66665 4.50336 -0.25125
H 4.99119 2.17097 -1.89460
H 4.38950 3.50991 -2.74104
H 4.67615 1.93482 -3.65755
H 2.86991 0.92059 -2.28698
H 2.59272 2.04608 -3.62241
C -4.12377 -3.06505 3.72428
C -3.90683 -2.79794 2.19269
O -2.52583 -3.02637 2.01393
C -1.87476 -2.23377 1.21500
O -2.14896 -1.05182 0.83644
C -0.53806 -2.88066 0.80947
F -0.17137 -3.78646 1.65723
F -0.82841 -3.58481 -0.28692
F 0.36816 -2.02276 0.53216
H -5.18799 -2.99007 3.94765
H -3.60511 -2.39946 4.41428
H -3.77462 -4.01572 4.12730
H -4.28704 -1.77641 2.19330
H -4.46047 -3.44432 1.51168
C -7.70693 -3.99803 -0.81497
C -6.49930 -3.87259 -1.76631
O -5.84389 -2.62029 -1.78736
C -4.74597 -2.42498 -1.03864
O -4.28581 -3.21006 -0.15286
C -4.13812 -1.02541 -1.38050
F -4.43867 -0.69803 -2.62253
F -4.71074 -0.15684 -0.53455
F -2.78083 -0.99667 -1.13551
H -8.46065 -3.23948 -1.02620
H -7.40756 -4.01171 0.23303
H -8.04717 -5.01648 -1.00231
H -6.81443 -4.22209 -2.74949
H -5.70290 -4.57506 -1.52061
```

Calculated total energy values, unit Eh, following the record order: -14955.53410, -3579.91210, -5197.45840.